# 1
{
  "formula": "C5H16NO3",
  "method": "the ωB97M-V functional and the def2-TZVPD basis",
  "species": ["C", "O", "C", "C", "C", "C", "N", "H", "H", "H", "H", "H", "H", "H", "H", "H", "H", "H", "H", "H", "H", "O", "H", "H", "O"],
  "positions_angstrom": [[-2.279, -0.530, -1.280], [-1.624, -1.224, -0.199], [-2.100, 0.959, -1.086], [-0.678, 1.462, -1.534], [0.361, 0.625, -0.933], [1.238, 1.070, 0.025], [2.183, 0.136, 0.642], [-1.791, -0.928, -2.171], [-3.336, -0.792, -1.293], [-2.213, -1.463, 0.541], [-2.855, 1.516, -1.634], [-2.245, 1.248, -0.042], [-0.617, 1.411, -2.631], [-0.583, 2.516, -1.264], [0.385, -0.385, -1.318], [1.329, 2.077, 0.418], [2.088, 0.205, 1.693], [3.151, 0.366, 0.384], [1.914, -0.848, 0.391], [2.600, 0.202, 4.051], [1.185, -0.333, 3.800], [1.910, 0.153, 3.365], [1.040, -3.186, -0.067], [0.004, -2.005, -0.034], [0.933, -2.252, 0.177]],
  "atomic_forces_ev_per_a": [[0.4170, -0.4384, 0.7011], [0.1235, -0.1072, 0.2914], [-0.7959, 0.0188, 0.0387], [1.0026, 0.6129, 0.1926], [-1.7095, 0.4161, -1.3101], [1.4196, -0.5543, 1.2241], [-0.9314, 0.4915, -0.6401], [-0.2909, 0.2501, -0.2302], [-0.0915, 0.0435, -0.0717], [0.0699, 0.3312, -0.4684], [0.1314, 0.1447, -0.3579], [0.0943, -0.2100, 0.0028], [-0.1611, -0.4321, 0.0724], [-0.0204, -0.0880, 0.1879], [0.5500, -0.1760, 0.1868], [-0.2945, 0.1358, -0.2527], [0.2339, -0.0508, 0.6973], [0.0282, -0.1116, 0.0789], [0.1731, -0.4200, -0.0933], [-0.1247, 0.0980, -0.3570], [0.2901, 0.2262, -0.2514], [-0.1714, -0.2739, 0.3034], [0.0978, 0.3016, 0.1250], [0.2653, -0.4750, 0.2122], [-0.3054, 0.2671, -0.2820]],
  "total_charge": 2,
  "homo_energy_ev": [-18.894, -18.624],
  "multiplicity": 2,
  "gap_ev": [10.519, 5.741],
  "energy_ha": -479.8654,
  "max_force_ev_per_a": 2.19,
  "relative_energy_kj_mol": 0.0
}

# 2
{
  "formula": "C5H13NO",
  "method": "the ωB97M-V functional and the def2-TZVPD basis",
  "species": ["C", "C", "N", "C", "C", "C", "H", "H", "H", "H", "H", "H", "H", "H", "H", "H", "H", "O", "H", "H"],
  "positions_angstrom": [[-2.383, -0.104, -1.103], [-1.107, -0.256, -0.765], [-0.539, 0.614, 0.227], [-0.314, -1.484, -1.211], [0.847, -1.794, -0.285], [0.420, -2.361, 1.077], [-2.770, -0.560, -2.004], [-3.024, 0.539, -0.522], [0.131, 1.207, -0.232], [-1.284, 1.223, 0.544], [0.011, -1.327, -2.245], [-1.083, -2.238, -1.270], [1.371, -0.854, -0.105], [1.537, -2.504, -0.741], [0.194, -3.407, 0.900], [-0.467, -1.857, 1.437], [1.216, -2.391, 1.817], [2.117, 6.124, 1.525], [2.673, 5.911, 0.767], [2.454, 5.519, 2.190]],
  "atomic_forces_ev_per_a": [[0.0893, 0.0437, -0.3928], [-0.3094, 0.0246, 0.7000], [-0.3056, -0.6057, -0.0721], [-0.1574, 1.1651, -0.5146], [0.2187, 0.1318, 0.5794], [0.0271, -0.5650, -0.8435], [-0.3272, -0.5909, 0.4110], [-0.1118, 0.5565, -0.3334], [0.4458, 0.1622, 0.0437], [0.0953, 0.1271, 0.0690], [0.2940, -0.0292, 0.0669], [0.1559, -0.7171, 0.1053], [0.2451, -0.1055, -0.1692], [0.0673, 0.1220, -0.1738], [-0.4438, -0.3038, 0.1386], [-0.0377, 0.1286, 0.3409], [0.0542, 0.4593, 0.0450], [0.2397, -0.1689, -0.1996], [-0.1382, 0.1910, -0.1070], [-0.1013, -0.0258, 0.3062]],
  "homo_energy_ev": -8.425,
  "smiles": "C=C(N)CCC.O",
  "gap_ev": 9.179,
  "energy_ha": -328.2600,
  "max_force_ev_per_a": 1.28,
  "relative_energy_kj_mol": 154.6
}

# 3
{
  "formula": "C23H44IrNP3S",
  "method": "the ωB97M-V functional and the def2-TZVPD basis",
  "species": ["Ir", "P", "P", "P", "H", "C", "C", "H", "C", "C", "C", "C", "C", "C", "C", "C", "C", "H", "H", "H", "H", "H", "H", "H", "H", "H", "H", "H", "H", "H", "H", "H", "H", "H", "H", "H", "H", "H", "H", "H", "H", "H", "H", "H", "H", "H", "C", "C", "C", "C", "C", "C", "S", "H", "H", "H", "H", "H", "H", "C", "C", "C", "C", "N", "C", "C", "H", "H", "H", "H", "H", "H", "H"],
  "positions_angstrom": [[-0.011, -0.037, -0.225], [1.867, 1.131, 0.478], [-1.334, 0.110, 1.518], [-0.925, 1.685, -1.224], [0.762, -3.697, -6.437], [0.776, -2.608, -6.553], [1.887, -1.864, -6.508], [2.698, -2.084, -5.782], [3.376, 0.242, 1.030], [1.574, 2.334, 1.834], [2.688, 2.171, -0.789], [-2.726, -1.018, 1.081], [-0.867, -0.512, 3.194], [-2.092, 1.746, 1.934], [-0.580, 2.163, -2.954], [-0.664, 3.429, -0.533], [-2.759, 1.389, -1.401], [-0.171, -2.156, -6.884], [2.137, -1.168, -7.333], [3.558, -0.605, 0.366], [3.299, -0.150, 2.043], [4.278, 0.864, 1.004], [1.134, 1.849, 2.705], [0.895, 3.131, 1.533], [2.494, 2.825, 2.172], [3.179, 1.531, -1.527], [3.465, 2.811, -0.350], [2.012, 2.822, -1.341], [-3.519, -1.030, 1.838], [-2.318, -2.031, 0.963], [-3.144, -0.716, 0.116], [-1.537, -0.165, 4.000], [0.151, -0.194, 3.457], [-0.882, -1.612, 3.206], [-2.793, 1.715, 2.778], [-2.632, 2.150, 1.072], [-1.309, 2.467, 2.193], [-1.221, 3.026, -3.237], [-0.805, 1.342, -3.644], [0.466, 2.458, -3.104], [-1.203, 4.157, -1.159], [0.398, 3.698, -0.570], [-1.009, 3.582, 0.500], [-3.171, 2.059, -2.165], [-3.369, 1.497, -0.500], [-2.884, 0.360, -1.763], [0.737, -2.033, -3.363], [-0.629, -1.947, -3.604], [-1.235, -3.074, -4.150], [-0.624, -4.357, -4.094], [0.702, -4.500, -3.689], [1.336, -3.319, -3.390], [1.948, -0.757, -3.149], [1.396, 0.482, -2.853], [-1.187, -1.024, -3.398], [-2.195, -2.933, -4.664], [-1.055, -5.311, -4.436], [1.217, -5.478, -3.665], [2.385, -3.332, -3.256], [1.337, -5.961, 1.940], [0.953, -4.606, 1.403], [1.490, -3.492, 1.994], [1.221, -2.233, 1.495], [0.394, -2.056, 0.437], [-0.205, -3.139, -0.109], [0.108, -4.430, 0.308], [2.412, -5.963, 2.216], [0.791, -6.212, 2.874], [1.168, -6.797, 1.233], [2.154, -3.579, 2.858], [1.689, -1.355, 1.961], [-0.921, -2.953, -0.915], [-0.344, -5.262, -0.218]],
  "atomic_forces_ev_per_a": [[2.0010, -1.3884, 0.1581], [2.6328, 1.7402, 0.6869], [-2.9946, -0.0461, 3.6702], [-2.1753, 3.0078, -2.4320], [-0.0909, 0.4629, 1.2723], [-0.5291, 0.2680, -0.6038], [0.8583, -0.3865, -0.1384], [-0.0168, -0.5471, -1.2518], [0.0682, -0.5766, 0.1273], [-0.1458, 0.0671, 0.2185], [-0.0619, 0.0902, -0.4087], [0.0845, 0.1620, -0.1348], [0.3981, -0.1645, 0.0618], [-0.0073, 0.1004, -0.1821], [0.0228, 0.0049, -0.4968], [-0.2210, -0.2629, 0.5429], [0.0455, 0.1227, -0.1614], [0.6360, -0.4769, -1.0256], [-0.7264, 0.7152, 1.3502], [-0.0171, -0.0450, -0.0425], [-0.1112, 0.0732, 0.0437], [-0.4049, 0.2430, -0.0999], [0.0153, -0.1324, -0.0184], [0.0260, -0.1130, -0.0980], [0.0458, -0.2741, -0.2796], [0.0539, -0.0619, 0.1022], [-0.2067, -0.2407, 0.1027], [-0.0639, -0.0334, 0.0644], [0.2050, 0.0742, -0.0797], [-0.1378, 0.2488, 0.1688], [-0.0734, -0.1100, 0.2552], [0.0765, 0.0070, -0.5756], [-0.2403, -0.0378, -0.0215], [0.0094, 0.3201, -0.0837], [0.2095, -0.3737, -0.1780], [0.1556, -0.0827, 0.3747], [-0.0774, -0.2581, 0.0688], [0.3860, -0.5001, 0.2238], [0.0178, 0.1041, 0.0753], [-0.1741, 0.0108, 0.0632], [0.0302, -0.4922, -0.0053], [-0.2889, -0.1753, -0.1031], [0.1197, -0.2044, -0.5141], [0.1545, -0.0106, 0.1501], [0.3088, -0.0248, -0.2258], [0.0576, 0.2399, 0.0046], [0.7752, 1.1415, 0.6418], [-1.1631, 0.0144, -0.2853], [-0.6550, 0.5828, 0.1843], [0.3906, -0.9475, -0.5914], [-0.1046, 0.6016, 0.4797], [1.0748, -0.5429, -0.2876], [-0.3768, -0.8085, 0.0152], [-0.5177, -1.2196, -0.4549], [0.2824, -0.3697, -0.6430], [0.2056, -0.3457, 0.6339], [-0.5917, 0.9284, -0.0027], [-0.3483, 0.8027, -0.0459], [1.1076, -0.1467, 0.3283], [0.3013, -0.6118, 0.1785], [0.0017, -1.5902, -0.2012], [0.4939, 1.2357, 0.5859], [0.0322, -0.1533, -0.1325], [-0.0603, -0.2325, -0.1885], [0.5837, -0.4254, 0.0654], [-0.4827, 0.7723, -0.1499], [-0.6115, 0.0061, -0.1954], [0.1506, 0.2988, -0.5360], [-0.0071, 0.6214, 0.2971], [-0.2067, -0.0219, -0.2832], [-0.4756, -0.4905, -0.4452], [0.3367, -0.0706, 0.2364], [0.0107, -0.0722, 0.1709]],
  "total_charge": 3,
  "homo_energy_ev": [-15.629, -16.007],
  "multiplicity": 5,
  "gap_ev": [7.417, 3.759],
  "energy_ha": -2482.9996,
  "max_force_ev_per_a": 4.74,
  "relative_energy_kj_mol": 81.0
}

# 4
{
  "formula": "C14H20N2O3",
  "method": "the ωB97M-V functional and the def2-TZVPD basis",
  "species": ["C", "C", "C", "C", "N", "C", "O", "N", "C", "C", "C", "C", "C", "C", "C", "C", "C", "O", "O", "H", "H", "H", "H", "H", "H", "H", "H", "H", "H", "H", "H", "H", "H", "H", "H", "H", "H", "H", "H"],
  "positions_angstrom": [[-2.689, 1.390, -0.854], [-2.873, -0.020, -0.282], [-4.304, -0.478, -0.391], [-2.182, -0.363, 1.029], [-2.531, 0.562, 2.094], [-0.626, -0.461, 0.814], [0.094, 0.296, 1.456], [-0.273, -1.399, -0.147], [0.959, -1.939, -0.607], [1.714, -0.794, -1.510], [2.262, 0.289, -0.693], [3.435, 0.244, 0.130], [3.984, 1.343, 0.810], [3.224, 2.501, 0.833], [2.066, 2.605, 0.062], [1.717, 1.587, -0.762], [1.754, -2.511, 0.573], [1.544, -2.458, 1.741], [2.978, -2.887, 0.092], [-2.848, 1.401, -1.968], [-1.518, 1.405, -0.870], [-3.256, 2.248, -0.359], [-2.282, -0.755, -0.974], [-4.745, -0.158, -1.286], [-4.923, 0.051, 0.465], [-4.459, -1.634, -0.335], [-2.551, -1.320, 1.277], [-2.313, -0.012, 2.929], [-1.811, 1.348, 2.057], [-1.040, -2.006, -0.396], [0.731, -2.710, -1.247], [0.857, -0.478, -2.075], [2.378, -1.185, -2.298], [3.879, -0.712, 0.200], [4.875, 1.179, 1.463], [3.642, 3.365, 1.418], [1.484, 3.525, -0.089], [0.802, 1.826, -1.480], [2.847, -2.885, -0.818]],
  "atomic_forces_ev_per_a": [[2.4150, -0.1480, -0.6862], [0.5418, -1.9030, -2.4161], [-1.4561, -1.0002, 3.3575], [0.4883, 1.6765, -0.6684], [1.4779, 0.0264, 0.4829], [0.1133, 0.8697, 0.9419], [-0.3264, -1.2963, -1.2179], [-1.4684, -0.0531, 0.4496], [1.1981, 2.9464, 1.4905], [-0.7667, -2.1964, 0.6029], [2.0376, 3.0604, 1.1384], [-1.1376, -0.1515, -1.0421], [-0.8628, -1.1351, 0.4349], [1.0180, 1.4388, 0.7365], [0.7507, 1.3707, -0.1223], [-3.1010, -1.1525, -2.0778], [1.8036, 1.2784, -0.2541], [-0.6627, -0.3603, -0.3239], [-0.1499, -0.7217, 2.6549], [-0.5385, -0.0695, 1.0946], [-1.8265, 1.2683, 0.5124], [1.1473, -1.2619, -0.4542], [-1.2045, 1.6231, 0.4095], [-0.5120, 0.4347, -1.4139], [1.0172, -1.2510, -1.4867], [0.3550, 2.0129, 0.1761], [-0.3398, -1.3478, 0.4854], [-0.1608, 1.1993, -0.1735], [-1.1796, -1.4081, 0.3323], [-0.0939, 0.2918, 0.1587], [-0.5908, -1.9330, -1.5770], [-0.3521, 0.6389, -0.2706], [0.2408, -0.2777, 0.6692], [0.8090, -0.7561, 0.2178], [-0.8073, 0.3783, -0.8123], [-0.8168, -0.8289, -0.6110], [0.5585, -0.2554, 0.6190], [1.9356, -0.8588, 1.4617], [0.4464, -0.1481, -2.8189]],
  "homo_energy_ev": -8.922,
  "smiles": "CC(C)[C@H](N)C(=O)N[C@@H](Cc1ccccc1)C(=O)O",
  "gap_ev": 9.086,
  "energy_ha": -880.6478,
  "max_force_ev_per_a": 3.91,
  "relative_energy_kj_mol": 338.7
}

# 5
{
  "formula": "C18H27N7ReS",
  "method": "the ωB97M-V functional and the def2-TZVPD basis",
  "species": ["Re", "C", "C", "N", "N", "C", "N", "S", "C", "C", "C", "C", "C", "N", "H", "H", "H", "H", "H", "H", "H", "H", "H", "C", "C", "C", "C", "C", "H", "H", "H", "H", "H", "C", "N", "C", "C", "N", "N", "C", "C", "H", "H", "H", "H", "H", "H", "H", "H", "H", "H", "H", "H", "H"],
  "positions_angstrom": [[-0.187, 0.298, 0.493], [-1.129, 1.907, 4.538], [-0.743, 1.667, 3.126], [-0.560, 0.515, 2.583], [-0.584, -0.594, 3.372], [0.216, -1.527, 2.941], [0.394, -2.659, 3.614], [1.092, -1.338, 1.386], [-0.406, 2.741, 2.197], [-0.458, 4.088, 2.492], [0.038, 5.010, 1.579], [0.598, 4.557, 0.397], [0.611, 3.198, 0.149], [0.112, 2.303, 1.013], [-1.070, 0.990, 5.113], [-0.495, 2.667, 4.995], [-2.160, 2.271, 4.569], [-0.023, -2.762, 4.527], [1.074, -3.337, 3.317], [-0.878, 4.415, 3.432], [-0.001, 6.067, 1.798], [1.022, 5.237, -0.327], [1.020, 2.798, -0.769], [-2.821, -1.006, -0.064], [-3.091, -0.744, -1.369], [-2.746, 0.616, -1.628], [-2.232, 1.213, -0.499], [-2.280, 0.200, 0.590], [-2.942, -1.943, 0.458], [-3.488, -1.432, -2.099], [-2.909, 1.121, -2.571], [-2.146, 2.284, -0.390], [-2.727, 0.488, 1.533], [2.138, -3.489, -1.593], [0.960, -2.630, -1.588], [-0.264, -3.246, -1.095], [1.003, -1.352, -1.990], [0.214, -0.399, -1.431], [1.843, -1.023, -2.977], [2.221, -1.959, -4.036], [2.246, 0.358, -3.206], [2.205, -3.976, -0.619], [3.036, -2.897, -1.746], [2.076, -4.262, -2.360], [-0.350, -4.235, -1.545], [-1.118, -2.651, -1.393], [-0.255, -3.355, -0.008], [-0.082, 0.250, -2.155], [1.623, -2.863, -3.972], [3.278, -2.218, -3.983], [2.027, -1.485, -4.997], [2.251, 0.908, -2.268], [1.591, 0.860, -3.922], [3.255, 0.358, -3.614]],
  "atomic_forces_ev_per_a": [[-0.2522, -0.2809, 0.5071], [-0.0333, 0.0419, 0.0291], [-0.0206, 0.0260, 0.0165], [0.4682, -0.0199, -0.2232], [0.1436, -0.6536, 0.3289], [-0.2617, 0.6443, -0.1712], [0.0507, -0.0752, 0.0995], [-0.0878, -0.4021, 0.1545], [0.2033, 0.1342, -0.2459], [-0.0334, 0.0244, 0.0304], [-0.0091, -0.0107, 0.0046], [0.0053, -0.0563, 0.0121], [-0.0002, 0.0044, -0.1060], [-0.1449, 0.0688, -0.1970], [-0.0005, -0.0051, -0.0153], [0.0170, -0.0111, -0.0013], [0.0026, 0.0174, 0.0289], [-0.0106, -0.0022, -0.0251], [-0.0347, 0.0095, -0.0040], [0.0018, -0.0134, 0.0191], [0.0001, 0.0195, 0.0172], [-0.0073, 0.0095, -0.0172], [-0.0074, 0.0048, 0.0053], [0.0778, -0.0856, -0.0855], [-0.0447, -0.2291, 0.1581], [0.0697, 0.2367, -0.1232], [-0.2508, -0.0976, 0.1479], [0.0097, 0.3077, -0.4941], [-0.0193, -0.0913, -0.0443], [-0.0088, -0.0352, -0.0108], [-0.0054, -0.0077, -0.0190], [0.0611, 0.0050, 0.1049], [0.0349, 0.0056, 0.0837], [0.0696, -0.0662, 0.0810], [-0.0890, 0.2000, 0.1206], [0.0164, -0.0923, 0.0313], [0.3177, -0.2410, 0.0593], [-0.2011, 0.6242, -0.1614], [-0.0880, 0.0969, -0.0060], [-0.0063, -0.0220, -0.1180], [0.0576, 0.0468, -0.0218], [0.0017, 0.0076, 0.0047], [-0.0188, -0.0360, 0.0296], [0.0027, -0.0126, 0.0256], [-0.0074, 0.0075, 0.0008], [-0.0615, 0.0487, 0.0131], [0.0200, -0.0100, -0.0558], [0.0782, -0.1020, 0.0529], [-0.0009, 0.0654, -0.0469], [-0.0015, 0.0063, 0.0091], [0.0064, 0.0091, -0.0026], [0.0159, -0.0074, 0.0109], [-0.0217, -0.0199, -0.0031], [-0.0033, 0.0147, 0.0119]],
  "total_charge": 2,
  "homo_energy_ev": [-14.122, -14.365],
  "multiplicity": 2,
  "gap_ev": [6.743, 6.770],
  "energy_ha": -1561.3115,
  "max_force_ev_per_a": 0.75,
  "relative_energy_kj_mol": 236.2
}